# C19H21IN2O4S

One molecule with the formula C19H21IN2O4S at a distorted geometry (wB97M-V/def2-TZVPD, OMol25).

Calculated values
Relative energy (zero: lowest compared OMol25 entry of this formula, charge and spin): 0.0 kJ/mol
Structure (SMILES): CCC(=O)Nc1ccc(S(=O)(=O)c2ccc(NC(=O)[C@H](I)CC)cc2)cc1
Max |F|: 2.62 eV/Å
Calculated total energy: -1842.977700 a.u.
Gap between HOMO and LUMO: 8.97 eV

ORCA input file:
```
! RIJCOSX wB97M-V def2-TZVPD def2/J DEFGRID3
* xyz 0 1
C 6.0640 4.7134 3.1131
C 5.6186 4.0355 1.7829
C 4.7851 2.7295 2.0422
O 4.5084 2.4598 3.2140
N 4.4116 1.9754 0.9444
C 3.6188 0.8248 0.8979
C 2.8684 0.3256 1.9655
C 2.2206 -0.9049 1.8207
C 2.2489 -1.5826 0.6061
S 1.4553 -3.2004 0.3739
O 2.1880 -4.0032 -0.6019
O 1.3130 -3.8867 1.6790
C -0.1791 -2.7739 -0.2858
C -1.1525 -2.4665 0.6161
C -2.4766 -2.2036 0.1947
C -2.7940 -2.2518 -1.1843
N -4.0301 -1.9984 -1.7655
C -5.1517 -1.4710 -1.1553
O -5.1980 -1.2933 0.0745
C -6.3395 -0.9549 -1.9856
I -6.2026 -1.4422 -4.1027
C -6.6184 0.5630 -1.7330
C -5.4000 1.4893 -1.8145
C -1.7438 -2.4974 -2.0998
C -0.4383 -2.7546 -1.6532
C 2.9085 -0.9898 -0.5057
C 3.5939 0.2025 -0.3171
H 5.2020 5.1106 3.6389
H 6.7621 5.5442 2.9094
H 6.6124 4.0151 3.7798
H 5.0126 4.6980 1.1555
H 6.5440 3.8035 1.2091
H 4.8008 2.2997 0.0489
H 2.8111 0.7713 2.9575
H 1.6489 -1.3098 2.6361
H -0.9004 -2.4293 1.6748
H -3.2265 -2.0534 0.9958
H -4.0666 -2.0808 -2.7847
H -7.2239 -1.4965 -1.6051
H -7.4204 0.8681 -2.4063
H -6.9912 0.7043 -0.7065
H -5.6934 2.5037 -1.5724
H -4.9343 1.4269 -2.8120
H -4.6301 1.2244 -1.0669
H -1.9490 -2.4763 -3.1634
H 0.3978 -2.8906 -2.3595
H 2.9704 -1.4250 -1.5072
H 4.1951 0.5484 -1.1424
*
```